--- P ---
The following is a DFT calculation (ωB97M-V with the def2-TZVPD basis set) of a single C2H3NO2 molecule.

XYZ file:
```
8
Properties=species:S:1:pos:R:3
O -1.445 1.431 -0.212
C -0.945 0.428 0.193
C 0.133 -0.469 -0.449
N 1.399 0.254 -0.279
O 1.950 0.066 0.764
H -1.200 0.079 1.323
H 0.222 -1.206 0.255
H -0.114 -0.583 -1.595
```

Calculated values
- Gap between HOMO and LUMO (spin up / spin down): 9.0 / 9.0 eV
- 2S+1: 1
- E_LUMO (spin up / spin down): -0.0193 / -0.0193 hartree
- Net charge: 0
- SMILES string: O=CCN=O



--- Q ---
The following is a DFT calculation (ωB97M-V with the def2-TZVPD basis set) of a single C2H3NO2 molecule.

XYZ file:
```
8
Properties=species:S:1:pos:R:3
O -1.338 -0.851 -0.112
C -1.181 0.307 0.145
N 0.038 0.977 -0.067
C 1.146 0.280 0.007
O 1.296 -0.915 0.052
H -2.091 0.978 0.305
H 0.336 1.934 -0.252
H 2.040 0.858 -0.016
```

Calculated values
- Gap between HOMO and LUMO: 10.2 eV
- 2S+1: 1
- E_LUMO: 0.0178 hartree
- Net charge: 0
- SMILES string: O=CNC=O



--- R ---
The following is a DFT calculation (ωB97M-V with the def2-TZVPD basis set) of a single C2H3NO2 molecule.

XYZ file:
```
8
Properties=species:S:1:pos:R:3
C 0.812 -0.364 0.255
C -0.646 -0.224 0.241
O -1.000 1.322 0.190
O -0.245 1.363 -1.008
N 0.045 -0.049 -1.031
H 1.509 0.440 0.616
H 0.902 -1.395 0.312
H -1.377 -1.093 0.424
```

Calculated values
- Gap between HOMO and LUMO: 10.2 eV
- 2S+1: 1
- E_LUMO: 0.0340 hartree
- Net charge: 0
- SMILES string: C1[C@H]2OON12



Stability check: which of them is least stable? R.



--- P ---
The following is a DFT calculation (ωB97M-V with the def2-TZVPD basis set) of 2 unconnected molecules or ions with the total composition C2H3NO2.

XYZ file:
```
8
Properties=species:S:1:pos:R:3
C -0.664 -1.021 -0.244
C 1.034 0.565 0.086
N -0.284 0.154 0.100
O -1.126 1.020 0.577
O 2.018 0.130 0.557
H -1.818 -1.043 -0.035
H -0.084 -1.829 -0.544
H 0.924 2.024 -0.497
```

Calculated values
- Gap between HOMO and LUMO (spin up / spin down): 9.1 / 9.1 eV
- 2S+1: 1
- E_LUMO (spin up / spin down): -0.0227 / -0.0227 hartree
- Net charge: 0



--- Q ---
The following is a DFT calculation (ωB97M-V with the def2-TZVPD basis set) of a single C2H3NO2 molecule.

XYZ file:
```
8
Properties=species:S:1:pos:R:3
O -1.376 -1.110 -0.106
C -1.239 0.087 0.030
C 0.101 0.767 0.000
N 1.281 0.191 -0.131
O 1.021 -1.104 0.168
H -2.038 0.965 0.286
H 0.259 1.756 0.029
H 1.992 -1.551 -0.277
```

Calculated values
- Gap between HOMO and LUMO: 9.2 eV
- 2S+1: 1
- E_LUMO: -0.0128 hartree
- Net charge: 0
- SMILES string: O=C/C=N\O



Stability check: which of them is least stable? P.